(1)
Below is a 8-piece molecular cluster, C15H45F6NO12P overall at a distorted geometry, with properties calculated with ωB97M-V/def2-TZVPD.

Each line ends with the Löwdin charge.
CARTESIAN COORDINATES (ANGSTROEM)
P: -9.04 -19.25 3.44  0.29
F: -7.57 -19.38 4.21  -0.20
F: -8.86 -20.82 3.05  -0.15
F: -9.60 -19.84 4.81  -0.13
F: -10.49 -19.12 2.65  -0.15
F: -9.20 -17.68 3.91  -0.15
F: -8.11 -18.78 2.19  -0.15
C: -6.76 -15.85 4.39  -0.19
O: -6.16 -17.07 4.75  -0.12
H: -6.04 -15.14 3.98  0.07
H: -7.52 -15.99 3.62  0.07
H: -7.20 -15.42 5.29  0.07
H: -6.73 -17.73 4.35  0.02
C: -13.49 -21.32 6.94  -0.07
C: -12.98 -19.98 6.38  -0.41
C: -12.07 -19.07 7.22  -0.20
O: -11.81 -17.88 6.51  -0.21
C: -10.84 -17.22 7.28  -0.09
N: -12.49 -20.21 5.00  0.07
H: -12.69 -21.89 7.40  0.07
H: -14.07 -21.88 6.20  0.08
H: -14.22 -21.09 7.72  0.07
H: -13.95 -19.48 6.31  0.13
H: -11.16 -19.67 7.36  0.12
H: -12.31 -18.95 8.28  0.12
H: -10.97 -17.20 8.36  0.09
H: -10.91 -16.19 6.94  0.09
H: -9.87 -17.61 6.96  0.10
H: -11.71 -20.85 5.08  0.06
H: -11.89 -19.41 4.81  0.03
C: -12.04 -22.28 2.34  -0.25
C: -10.98 -22.95 1.44  -0.27
O: -11.33 -22.64 0.14  -0.07
O: -13.30 -22.38 1.70  -0.06
H: -11.68 -21.27 2.52  0.08
H: -12.06 -22.70 3.35  0.10
H: -11.06 -24.04 1.53  0.10
H: -9.99 -22.66 1.79  0.10
H: -10.49 -22.54 -0.32  0.04
H: -13.97 -22.22 2.37  0.08
C: -8.13 -20.61 -0.55  -0.18
C: -8.14 -19.66 -1.79  -0.22
O: -9.39 -19.42 -2.43  -0.06
O: -8.93 -21.78 -0.79  -0.06
H: -8.54 -19.98 0.24  0.10
H: -7.08 -20.78 -0.31  0.12
H: -7.67 -20.28 -2.57  0.11
H: -7.52 -18.81 -1.51  0.12
H: -9.17 -19.08 -3.30  0.09
H: -8.52 -22.29 -1.49  0.10
C: -7.57 -21.49 7.08  -0.23
C: -7.69 -22.98 7.52  -0.24
O: -6.38 -23.44 7.87  -0.07
O: -6.95 -21.38 5.81  -0.07
H: -7.09 -20.87 7.83  0.11
H: -8.57 -21.08 6.94  0.10
H: -8.12 -23.64 6.78  0.12
H: -8.32 -23.10 8.40  0.11
H: -6.68 -24.23 8.32  0.07
H: -7.31 -20.62 5.35  0.02
C: -13.22 -18.97 0.59  -0.24
C: -12.11 -18.92 -0.40  -0.25
O: -11.88 -20.20 -0.93  -0.06
O: -14.12 -20.04 0.43  -0.05
H: -13.89 -18.12 0.43  0.11
H: -12.85 -18.89 1.61  0.09
H: -11.17 -18.43 -0.14  0.11
H: -12.35 -18.30 -1.27  0.11
H: -11.16 -20.12 -1.56  0.05
H: -14.94 -19.79 0.86  0.08
C: -12.91 -16.53 3.53  -0.22
C: -11.62 -15.63 3.34  -0.17
O: -10.93 -16.30 2.26  -0.12
O: -13.41 -16.39 4.85  -0.10
H: -12.73 -17.58 3.33  0.09
H: -13.71 -16.16 2.89  0.11
H: -11.04 -15.74 4.26  0.09
H: -11.84 -14.59 3.09  0.11
H: -10.74 -17.24 2.36  0.02
H: -12.94 -16.99 5.44  0.03

Results
* gap between HOMO and LUMO: 8.20 eV
* total charge: -1
* F_max: 4.21 eV Å⁻¹
* electronic energy: -2496.7972 Eh

(2)
Below is a 3-piece molecular cluster, C15H45IN6O4P3S overall at a distorted geometry, with properties calculated with ωB97M-V/def2-TZVPD.

Each line ends with the Löwdin charge.
CARTESIAN COORDINATES (ANGSTROEM)
O: -3.08 -6.57 -6.18  -0.26
P: -2.78 -7.00 -4.67  0.76
O: -3.64 -8.35 -4.52  -0.26
S: -4.22 -5.40 -3.76  0.90
C: -3.15 -4.34 -2.74  -0.44
C: -1.68 -4.31 -3.17  -0.38
C: -0.77 -5.03 -2.17  -0.67
I: 0.92 -5.92 -3.11  0.78
H: -2.45 -6.96 -6.79  0.09
H: -3.96 -8.55 -3.64  0.07
H: -4.97 -6.06 -2.86  -0.04
H: -3.24 -4.66 -1.70  0.09
H: -3.56 -3.33 -2.80  0.07
H: -1.41 -3.25 -3.21  0.09
H: -1.52 -4.73 -4.16  0.03
H: -0.36 -4.32 -1.45  0.05
H: -1.29 -5.82 -1.63  0.04
O: -2.45 -0.99 -2.63  -0.31
P: -1.95 0.15 -1.81  0.57
N: -3.29 0.92 -1.16  -0.30
C: -3.68 2.31 -1.19  -0.11
C: -4.33 0.02 -0.67  -0.12
N: -1.05 1.08 -2.93  -0.30
C: -1.21 2.51 -3.11  -0.13
C: -0.76 0.42 -4.20  -0.14
N: -0.89 0.24 -0.56  -0.29
C: -1.25 0.45 0.83  -0.09
C: 0.56 0.09 -0.77  -0.10
H: -4.06 2.62 -0.22  0.09
H: -4.46 2.50 -1.94  0.09
H: -2.84 2.96 -1.39  0.05
H: -4.01 -0.57 0.19  0.07
H: -4.67 -0.68 -1.44  0.07
H: -5.20 0.60 -0.35  0.08
H: -2.20 2.78 -3.51  0.08
H: -0.46 2.86 -3.82  0.08
H: -1.03 3.05 -2.18  0.08
H: -1.59 0.49 -4.92  0.09
H: -0.53 -0.63 -4.06  0.06
H: 0.12 0.90 -4.65  0.08
H: -1.22 1.52 1.07  0.09
H: -0.55 -0.05 1.49  0.08
H: -2.24 0.06 1.07  0.06
H: 1.04 1.07 -0.77  0.08
H: 0.78 -0.41 -1.71  0.07
H: 1.00 -0.50 0.03  0.08
O: 1.87 2.02 1.83  -0.30
P: 2.77 2.08 2.99  0.57
N: 1.92 2.80 4.25  -0.30
C: 2.25 3.93 5.10  -0.11
C: 0.53 2.37 4.36  -0.12
N: 4.12 2.99 2.44  -0.30
C: 4.68 4.13 3.13  -0.13
C: 4.17 3.18 0.99  -0.14
N: 3.62 0.92 3.81  -0.30
C: 3.26 0.40 5.12  -0.10
C: 4.82 0.32 3.23  -0.10
H: 1.97 3.72 6.13  0.09
H: 1.74 4.85 4.78  0.09
H: 3.32 4.12 5.12  0.04
H: 0.44 1.31 4.64  0.07
H: -0.02 2.50 3.43  0.07
H: 0.02 2.95 5.14  0.08
H: 3.99 4.98 3.19  0.08
H: 5.57 4.46 2.60  0.08
H: 5.01 3.86 4.14  0.07
H: 3.54 4.01 0.65  0.09
H: 3.85 2.29 0.47  0.06
H: 5.20 3.38 0.71  0.08
H: 3.77 0.96 5.91  0.09
H: 3.56 -0.65 5.20  0.08
H: 2.19 0.44 5.30  0.06
H: 5.72 0.77 3.65  0.09
H: 4.85 0.46 2.15  0.07
H: 4.83 -0.75 3.42  0.08

Results
* gap between HOMO and LUMO: 6.34 eV
* total charge: +1
* F_max: 3.14 eV Å⁻¹
* electronic energy: -2947.7880 Eh

(3)
Below is C15H45InO20P5 as an isolated structure at a distorted geometry, with properties calculated with ωB97M-V/def2-TZVPD.

Each line ends with the Löwdin charge.
CARTESIAN COORDINATES (ANGSTROEM)
In: -3.46 37.92 23.32  1.66
C: -8.08 40.15 22.72  -0.04
O: -8.33 38.73 22.89  -0.20
P: -7.47 37.67 22.13  0.33
O: -6.00 37.80 22.38  -0.28
O: -7.85 37.91 20.63  -0.18
C: -7.40 37.06 19.54  -0.01
O: -8.11 36.32 22.55  -0.20
C: -9.54 36.09 22.52  -0.02
H: -7.09 40.32 22.30  0.09
H: -8.14 40.57 23.73  0.09
H: -8.87 40.62 22.15  0.11
H: -8.32 36.60 19.17  0.11
H: -6.77 36.28 19.95  0.09
H: -6.94 37.65 18.76  0.10
H: -9.85 35.21 21.97  0.11
H: -10.05 36.95 22.08  0.10
H: -9.85 35.99 23.56  0.10
C: -7.51 34.39 25.08  -0.04
O: -7.68 35.71 25.61  -0.16
P: -6.46 36.59 26.04  0.37
O: -5.55 36.97 24.92  -0.27
O: -5.71 35.76 27.13  -0.22
C: -6.26 35.44 28.42  -0.04
O: -7.12 37.77 26.81  -0.16
C: -7.33 39.07 26.22  -0.04
H: -8.45 33.85 25.13  0.11
H: -6.74 33.84 25.62  0.09
H: -7.18 34.45 24.04  0.09
H: -6.45 34.38 28.56  0.10
H: -7.21 35.95 28.58  0.10
H: -5.60 35.82 29.20  0.11
H: -7.01 39.10 25.18  0.06
H: -6.81 39.81 26.83  0.11
H: -8.39 39.32 26.24  0.11
C: -3.50 33.66 26.65  -0.06
O: -2.10 33.93 26.53  -0.15
P: -1.53 35.02 25.55  0.37
O: -2.52 35.59 24.60  -0.26
O: -0.77 36.05 26.43  -0.19
C: 0.24 35.54 27.35  -0.03
O: -0.34 34.23 24.89  -0.19
C: -0.54 33.26 23.85  -0.04
H: -3.89 33.92 27.63  0.09
H: -3.71 32.61 26.44  0.11
H: -4.11 34.26 25.97  0.06
H: -0.09 34.67 27.91  0.10
H: 0.47 36.31 28.08  0.11
H: 1.09 35.26 26.73  0.08
H: -0.21 33.71 22.91  0.07
H: -1.60 33.02 23.69  0.10
H: 0.09 32.39 24.02  0.11
C: -2.40 43.34 22.48  -0.06
O: -1.36 42.38 22.20  -0.18
P: -1.62 41.17 21.24  0.36
O: -2.17 39.97 21.93  -0.28
O: -2.45 41.71 20.04  -0.19
C: -2.19 42.96 19.38  -0.05
O: -0.18 40.96 20.64  -0.18
C: 0.21 39.69 20.09  -0.06
H: -2.14 44.29 22.02  0.10
H: -2.49 43.44 23.56  0.10
H: -3.38 43.10 22.07  0.09
H: -1.36 43.52 19.81  0.10
H: -3.09 43.57 19.40  0.10
H: -1.97 42.78 18.33  0.11
H: 1.27 39.62 19.88  0.11
H: -0.32 39.58 19.13  0.11
H: -0.16 38.91 20.74  0.04
C: 1.68 39.72 23.30  -0.03
O: 1.54 38.40 22.71  -0.21
P: 0.69 37.30 23.45  0.36
O: -0.76 37.63 23.56  -0.28
O: 1.01 36.02 22.58  -0.18
C: 0.43 35.92 21.27  -0.05
O: 1.39 37.06 24.82  -0.20
C: 2.83 36.89 24.84  -0.03
H: 1.20 39.81 24.28  0.10
H: 1.38 40.45 22.56  0.08
H: 2.74 39.83 23.55  0.10
H: 1.19 35.53 20.60  0.11
H: 0.20 36.88 20.83  0.07
H: -0.39 35.20 21.27  0.09
H: 3.26 36.72 23.86  0.10
H: 3.11 36.03 25.45  0.10
H: 3.27 37.78 25.30  0.10

Results
* gap between HOMO and LUMO: 3.63 eV
* total charge: +3
* F_max: 2.57 eV Å⁻¹
* electronic energy: -3999.6160 Eh

Question: Which of these has the lowest F_max?
Answer: C15H45InO20P5